Formula: C14H51Hf2N2O21S2
Source: the OMol25 dataset
Level of theory: ωB97M-V/def2-TZVPD

```
! wB97M-V def2-TZVPD RIJCOSX def2/J DEFGRID3
* xyz 3 1
Hf -27.3351 -11.3279 -20.5486
Hf -28.7732 -8.3260 -13.9204
C -29.6131 -7.0903 -24.5908
C -29.9220 -8.2890 -23.6549
O -28.9246 -8.6003 -22.7526
H -28.7283 -7.2746 -25.2001
H -29.3768 -6.1392 -24.1136
H -30.3915 -7.0036 -25.3489
H -30.1076 -9.0955 -24.3642
H -30.9008 -8.1047 -23.2120
S -25.6259 -9.3610 -17.4986
O -26.1733 -8.9326 -18.7761
O -25.8072 -10.7612 -17.8143
O -24.1909 -9.0713 -17.3590
O -26.4620 -8.9451 -16.3831
S -30.2353 -10.6989 -16.7323
O -29.4494 -10.7984 -17.9364
O -31.4867 -11.4240 -16.7908
O -29.4506 -10.9699 -15.5474
O -30.4587 -9.3092 -16.3638
C -22.6987 -14.6929 -14.2917
O -24.0197 -15.0704 -14.0487
C -24.9594 -14.1913 -14.7316
C -26.4664 -14.4936 -14.2476
N -26.5071 -14.3450 -12.7740
C -27.8417 -14.8148 -12.2981
C -27.9862 -14.5748 -10.7650
O -28.6957 -13.4169 -10.4972
C -29.0915 -13.3401 -9.0696
H -22.5092 -14.8501 -15.3535
H -21.9906 -15.2800 -13.7069
H -22.5091 -13.6501 -14.0372
H -24.9234 -14.4992 -15.7766
H -24.5870 -13.1847 -14.5415
H -26.7678 -15.4401 -14.6963
H -27.0499 -13.6910 -14.6987
H -25.7678 -15.0052 -12.5800
H -28.1482 -15.8346 -12.5310
H -28.5858 -14.1912 -12.7937
H -27.0122 -14.5358 -10.2773
H -28.5097 -15.4501 -10.3803
H -29.6654 -12.4292 -8.8995
H -28.2145 -13.3058 -8.4233
H -29.6310 -14.2251 -8.7324
C -32.7018 -4.6892 -19.7228
O -31.7968 -3.6639 -19.9641
C -30.4325 -3.8110 -19.4806
C -29.6916 -5.0404 -20.1152
N -28.2904 -5.2382 -19.6437
C -27.3046 -4.1311 -19.7860
C -26.7799 -3.9990 -21.2444
O -25.9843 -5.1008 -21.6967
C -25.6393 -5.0787 -23.0822
H -32.4953 -5.6742 -20.1414
H -33.6478 -4.2465 -20.0347
H -32.7931 -4.8561 -18.6496
H -30.4804 -3.8644 -18.3930
H -29.9577 -2.8717 -19.7642
H -29.6728 -4.8958 -21.1954
H -30.2049 -5.9562 -19.8221
H -27.8683 -6.0120 -20.1370
H -26.5148 -4.3258 -19.0604
H -27.6999 -3.1893 -19.4055
H -26.1532 -3.1240 -21.4167
H -27.6508 -3.8089 -21.8718
H -26.5551 -5.2958 -23.6319
H -24.8226 -5.7899 -23.2057
H -25.1026 -4.2343 -23.5147
O -28.7464 -5.6670 -15.8813
H -28.4167 -4.7949 -15.6645
H -28.7385 -5.6956 -16.8380
O -22.6538 -7.2470 -20.2616
H -22.7885 -7.5936 -19.3795
H -23.4024 -6.6691 -20.4092
O -24.8526 -9.7999 -22.2471
H -24.5978 -9.9683 -23.1543
H -24.3884 -8.9962 -22.0128
O -20.4286 -9.9218 -16.5431
H -21.3445 -9.7187 -16.7328
H -19.9564 -9.6625 -17.3344
O -26.1071 -6.7210 -13.0791
H -25.7962 -6.2539 -12.3036
H -25.4171 -6.5917 -13.7298
O -26.7960 -10.6062 -12.5294
H -26.2493 -10.4816 -11.7537
H -26.8822 -11.5560 -12.6122
O -24.7548 -13.5140 -20.5729
H -23.8350 -13.2563 -20.5118
H -24.7292 -14.4377 -20.8225
O -23.4800 -6.2003 -15.4436
H -22.5476 -6.0749 -15.2670
H -23.5317 -7.0604 -15.8604
*
```

Properties
**HOMO**: -15.01 eV
**Orbital gap**: 0.0715 hartree

---

Formula: C14H52MnN24O14
Source: the OMol25 dataset
Level of theory: ωB97M-V/def2-TZVPD

```
! wB97M-V def2-TZVPD RIJCOSX def2/J DEFGRID3
* xyz 0 6
Mn -6.8344 -13.2941 -45.5358
O -5.7806 -11.3679 -45.6117
C -6.6449 -10.6036 -44.7653
C -7.4842 -11.0894 -43.4781
O -7.7967 -12.4906 -43.5897
H -7.2887 -10.0381 -45.4390
H -6.2408 -9.6720 -44.3691
H -8.3839 -10.4987 -43.3056
H -6.8231 -10.8230 -42.6534
C -4.4487 -9.4279 -49.1125
O -5.5308 -9.4271 -49.6281
N -3.4183 -8.8293 -49.6047
N -4.1013 -10.2635 -48.1786
H -2.5236 -8.8971 -49.1410
H -3.5856 -8.1533 -50.3362
H -3.1249 -10.2073 -47.9264
H -4.8266 -10.6702 -47.6053
C -8.3833 -7.4860 -41.3822
O -8.7627 -6.6398 -40.6722
N -7.4119 -7.3755 -42.3018
N -8.7914 -8.7117 -41.1760
H -7.0950 -6.4351 -42.4900
H -7.4140 -8.0798 -43.0257
H -8.4934 -9.5956 -41.5632
H -9.3725 -8.7377 -40.3504
C -4.9177 -14.4501 -43.3240
O -5.2185 -14.1912 -44.5010
N -3.7300 -14.7344 -42.8736
N -5.7781 -14.2341 -42.4208
H -3.7956 -14.8994 -41.8793
H -2.9566 -15.0561 -43.4379
H -5.4871 -14.5091 -41.4936
H -6.5532 -13.6193 -42.6243
C -9.5492 -12.3251 -46.5582
O -8.4538 -12.8475 -46.7182
N -10.1696 -11.5954 -47.4231
N -10.1957 -12.4627 -45.4234
H -11.0417 -11.1575 -47.1628
H -9.7348 -11.3985 -48.3132
H -11.0353 -11.9016 -45.4388
H -9.9012 -13.0260 -44.6386
C -6.3326 -6.3564 -47.5927
O -6.9468 -5.3776 -47.2731
N -5.1462 -6.3734 -48.1528
N -6.4906 -7.4659 -46.9996
H -4.8298 -7.2894 -48.4375
H -4.6975 -5.5135 -48.4343
H -6.9779 -7.4162 -46.1163
H -6.0752 -8.2996 -47.3902
C -4.0049 -11.3351 -41.3848
O -4.9800 -11.6203 -40.6923
N -4.0321 -10.4918 -42.3241
N -2.7895 -11.8296 -41.0935
H -4.8689 -10.2237 -42.8219
H -3.1131 -10.2826 -42.6872
H -2.6130 -12.6063 -40.4725
H -2.0337 -11.2525 -41.4339
C -10.6601 -8.3348 -45.5897
O -10.9095 -8.6528 -46.7118
N -11.1799 -9.0138 -44.5635
N -9.6510 -7.5151 -45.4547
H -12.1476 -9.3025 -44.5777
H -10.6644 -8.9855 -43.6954
H -9.3890 -7.2504 -46.3935
H -9.3260 -6.9899 -44.6556
C -8.3106 -15.8708 -44.8952
O -7.8294 -15.1398 -45.6456
N -8.4403 -17.0444 -45.2773
N -8.6478 -15.6877 -43.6791
H -8.8987 -17.8260 -44.8312
H -8.2816 -16.9983 -46.2737
H -9.4056 -16.2711 -43.3543
H -8.4204 -14.8227 -43.2100
C -7.9156 -13.0238 -38.9334
O -8.8974 -12.9606 -38.2862
N -7.6632 -12.6462 -40.1364
N -6.8407 -13.3641 -38.3456
H -6.7354 -12.3356 -40.3868
H -8.4227 -12.4088 -40.7584
H -5.9467 -13.5736 -38.7664
H -6.9214 -13.6956 -37.3950
C -11.0955 -12.7035 -41.5058
O -12.0433 -12.9348 -40.8309
N -10.2088 -13.5647 -41.8859
N -10.7653 -11.5670 -42.0019
H -9.5902 -13.2416 -42.6159
H -10.5280 -14.5209 -41.8235
H -11.4299 -10.8138 -41.8965
H -9.8775 -11.3866 -42.4483
C -1.9871 -11.4598 -44.9254
O -0.7843 -11.3389 -44.7373
N -2.7048 -10.3722 -45.0785
N -2.6851 -12.5650 -45.0869
H -2.3270 -9.4439 -44.9533
H -3.6719 -10.4890 -45.3455
H -2.2611 -13.4486 -44.8428
H -3.6416 -12.5011 -45.4050
C -5.5206 -14.7559 -47.9101
O -5.9915 -13.8486 -47.2736
N -5.7293 -14.8726 -49.1797
N -4.7449 -15.6472 -47.3565
H -5.1367 -15.4728 -49.7353
H -5.9667 -14.0229 -49.6714
H -4.3945 -16.4147 -47.9117
H -4.4124 -15.3792 -46.4413
*
```

Properties
**HOMO (spin up / spin down)**: -7.54 / -8.13 eV
**Orbital gap (spin up / spin down)**: 0.2656 / 0.2871 hartree
**Energy above the lowest of the compared OMol25 structures with the same formula, charge and spin**: 566.0 kJ/mol
**Expectation value of S²**: 8.75

---

Formula: C14H54N10O13
Source: the OMol25 dataset
Level of theory: ωB97M-V/def2-TZVPD

```
! wB97M-V def2-TZVPD RIJCOSX def2/J DEFGRID3
* xyz 0 1
C 0.6852 -3.9895 5.2016
O -0.7003 -3.9487 4.9612
H 1.1366 -2.9988 5.1495
H 1.0040 -4.5352 6.0897
H 1.1746 -4.4628 4.3503
H -0.9318 -4.2599 4.0831
C 5.9438 4.4666 2.9365
O 6.2087 5.8293 3.3208
H 6.2001 3.8785 3.8177
H 4.9189 4.3482 2.5848
H 6.6693 4.0717 2.2253
H 5.8880 6.2871 2.5403
C -4.0393 -5.5479 0.4265
O -2.7420 -5.5733 0.9122
H -4.0410 -6.3571 -0.3038
H -4.8077 -5.8461 1.1397
H -4.2833 -4.5557 0.0468
H -2.6012 -6.4659 1.2363
C -0.7378 6.3330 2.7732
O -0.8343 5.5836 3.9750
H 0.0861 7.0427 2.8487
H -0.6716 5.6330 1.9404
H -1.7493 6.7355 2.7190
H -1.2130 4.7528 3.6784
C 6.8640 0.3291 -2.1904
O 5.6515 0.8289 -1.7204
H 6.9381 0.5126 -3.2622
H 7.6996 0.8114 -1.6832
H 6.9948 -0.7420 -2.0357
H 5.3483 1.6476 -2.1198
C -2.7538 0.7595 8.4220
O -1.7518 1.2026 7.5323
H -2.9011 -0.3201 8.4520
H -2.3001 1.0272 9.3763
H -3.6774 1.2718 8.1525
H -1.9851 1.1752 6.6015
C 3.6419 -4.3650 0.2570
O 3.9626 -3.2230 1.0210
H 3.8426 -4.1053 -0.7824
H 4.2994 -5.2130 0.4485
H 2.6596 -4.8352 0.3041
H 4.1759 -2.5091 0.4156
C 2.1287 5.7497 -2.7786
O 3.2152 5.1421 -2.7417
N 2.0096 6.8884 -2.2073
N 1.0801 5.3834 -3.4155
H 1.1688 7.3766 -2.4809
H 2.8201 7.2100 -1.6977
H 0.3127 6.0383 -3.3687
H 1.1782 4.6580 -4.1114
C -6.3351 -1.4593 4.0128
O -5.7343 -1.0417 3.0618
N -7.6308 -1.1042 4.2484
N -5.8592 -2.2748 4.8559
H -8.0244 -0.3463 3.7091
H -8.0826 -1.6419 4.9743
H -6.4339 -2.3151 5.6855
H -4.8808 -2.5229 4.8199
C 2.4564 -0.3717 -6.2469
O 1.6822 0.4497 -5.9049
N 2.9557 -1.1588 -5.3331
N 2.7263 -0.7476 -7.4790
H 3.6197 -1.8652 -5.6165
H 2.9282 -0.8910 -4.3597
H 3.3988 -1.4697 -7.6943
H 2.2683 -0.3239 -8.2733
C 0.0698 -5.5146 -4.4385
O 0.1165 -6.7281 -4.2814
N 0.2712 -4.9249 -5.5969
N -0.1293 -4.6640 -3.4543
H 0.2871 -5.4763 -6.4430
H 0.4469 -3.9308 -5.6290
H -0.2987 -3.6976 -3.6938
H -0.3162 -4.9993 -2.5201
C -5.0505 1.6742 -4.6781
O -6.2353 1.4466 -4.5105
N -4.3992 2.6898 -4.2582
N -4.2412 0.9684 -5.4174
H -3.4019 2.5817 -4.3754
H -4.8430 3.4072 -3.7027
H -3.3217 1.2909 -5.6833
H -4.6386 0.1279 -5.8120
C -0.5354 0.5604 -0.1071
C -0.1408 0.8853 1.3683
O -1.3183 0.9633 2.1788
H -1.2172 -0.2870 -0.0353
H 0.3189 0.2613 -0.7144
H -1.0411 1.3589 -0.6499
H 0.5255 1.7469 1.3255
H 0.5827 0.1106 1.6220
H -1.7297 0.1132 2.0068
*
```

Properties
**HOMO**: -9.73 eV
**Orbital gap**: 0.3510 hartree
**Energy above the lowest of the compared OMol25 structures with the same formula, charge and spin**: 316.4 kJ/mol

---

Which formula does entry 2 have? C14H52MnN24O14